Molecular formula: C3H8NOP
Method: DFT, ωB97M-V/def2-TZVPD

Last column: Löwdin charge in e.
Positions of all 14 atoms, in Å:
C: 0.672 1.335 0.453  -0.08
C: 0.176 -0.033 0.177  -0.44
C: 1.425 -0.994 -0.599  -0.15
O: 2.579 -1.085 -0.188  0.00
N: -0.899 -0.083 -0.829  -0.37
P: -2.318 -0.760 -0.111  0.77
H: 1.372 1.639 -0.283  0.07
H: -0.294 1.927 0.612  0.11
H: 1.120 1.472 1.430  0.08
H: -0.232 -0.502 1.064  0.07
H: 1.068 -1.482 -1.618  0.13
H: -0.726 0.571 -1.568  0.07
H: -1.717 -1.861 0.350  -0.14
H: -2.227 -0.143 1.111  -0.13

Calculated values
* LUMO: 0.811 eV
* SMILES: C[C@H](C=O)NP
* net charge: 0
* total energy: -16064.8486 eV
* energy above the lowest of the compared OMol25 structures with the same formula, charge and spin: 212.8 kJ/mol



Molecular formula: C3H8NOS
Method: DFT, ωB97M-V/def2-TZVPD

Last column: Löwdin charge in e.
Positions of all 14 atoms, in Å:
C: 0.608 1.347 -2.190  -0.54
S: 0.443 -0.388 -1.702  0.56
C: -0.364 0.113 0.190  -0.75
O: 0.190 1.131 0.711  -0.22
C: -0.167 -1.226 0.919  -0.35
N: -0.715 -1.093 2.283  -0.03
H: 0.929 1.918 -1.319  0.00
H: 1.340 1.426 -2.990  -0.01
H: -0.350 1.750 -2.528  0.01
H: -1.413 0.227 -0.150  0.08
H: -0.675 -2.027 0.374  0.08
H: 0.910 -1.410 0.929  0.08
H: -0.176 -1.650 2.935  0.04
H: -0.562 -0.120 2.537  0.04

Calculated values
* LUMO: 3.934 eV
* SMILES: CS[C@H]([O-])CN
* net charge: -1
* total energy: -17613.9544 eV
* energy above the lowest of the compared OMol25 structures with the same formula, charge and spin: 101.5 kJ/mol



Molecular formula: C3H8NS
Method: DFT, ωB97M-V/def2-TZVPD

Last column: Löwdin charge in e.
Positions of all 13 atoms, in Å:
N: -1.234 -1.644 -0.150  -0.04
C: -0.248 -0.757 -0.671  -0.31
C: -0.104 0.402 0.342  -0.37
C: 1.111 1.213 0.199  -0.88
S: 1.158 2.347 -1.207  0.06
H: -0.837 -2.302 0.372  -0.01
H: -1.842 -1.208 0.532  0.06
H: 0.625 -1.378 -0.841  0.11
H: -0.514 -0.476 -1.686  0.09
H: -0.913 1.302 0.438  0.14
H: -0.285 -0.118 1.300  0.08
H: 2.086 0.611 0.433  0.07
H: 0.996 2.007 0.938  -0.01

Calculated values
* LUMO: 4.137 eV
* SMILES: NCCC[S-]
* net charge: -1
* total energy: -15565.4089 eV
* energy above the lowest of the compared OMol25 structures with the same formula, charge and spin: 157.6 kJ/mol



Molecular formula: C3H8NS
Method: DFT, ωB97M-V/def2-TZVPD

Last column: Löwdin charge in e.
Positions of all 13 atoms, in Å:
C: -0.601 -1.069 0.836  -0.11
C: 0.376 0.012 0.280  -0.55
N: 1.245 -0.608 -0.754  -0.03
C: -0.396 1.241 -0.236  -0.75
S: -1.196 1.011 -1.849  0.13
H: -1.592 -0.924 0.399  0.04
H: -0.265 -2.054 0.521  0.05
H: -0.643 -0.993 1.924  0.05
H: 1.039 0.234 1.122  0.10
H: 2.057 0.007 -0.825  0.04
H: 0.736 -0.409 -1.629  -0.03
H: 0.342 2.041 -0.313  0.03
H: -1.103 1.510 0.524  0.02

Calculated values
* LUMO: 4.319 eV
* SMILES: C[C@@H](N)C[S-]
* net charge: -1
* total energy: -15566.8997 eV
* energy above the lowest of the compared OMol25 structures with the same formula, charge and spin: 13.8 kJ/mol



Molecular formula: C3H8NS
Method: DFT, ωB97M-V/def2-TZVPD

Last column: Löwdin charge in e.
Positions of all 13 atoms, in Å:
C: 1.344 -2.673 -1.124  -0.69
S: 1.515 -1.092 -0.109  0.02
H: 0.828 -2.226 -1.948  -0.07
H: 0.703 -3.403 -0.456  0.01
H: 2.305 -3.225 -1.446  0.00
C: -1.680 2.913 0.505  -0.22
C: -0.992 0.664 0.496  -0.13
N: -2.045 1.490 0.470  -0.12
H: -0.632 2.870 0.704  0.03
H: -1.935 3.603 -0.332  0.06
H: -2.058 3.494 1.462  0.08
H: -1.080 -0.344 0.093  0.00
H: -0.087 0.841 1.115  0.03

Calculated values
* LUMO: 3.892 eV
* net charge: -1
* total energy: -15564.3634 eV
* energy above the lowest of the compared OMol25 structures with the same formula, charge and spin: 258.5 kJ/mol



Molecular formula: C3H8NS
Method: DFT, ωB97M-V/def2-TZVPD

Last column: Löwdin charge in e.
Positions of all 13 atoms, in Å:
C: 0.654 2.250 -1.068  -0.69
S: 1.554 0.662 -1.467  0.01
H: -0.253 2.127 -0.425  -0.01
H: 0.408 2.663 -2.064  -0.03
H: 1.257 3.022 -0.609  -0.04
C: 0.056 -1.830 1.478  -0.15
C: -1.215 -0.729 -0.129  -0.15
N: -1.239 -1.237 1.032  -0.13
H: 0.283 -2.556 0.683  0.08
H: 0.801 -1.039 1.431  0.05
H: -0.019 -2.091 2.529  0.05
H: -2.066 -0.468 -0.759  0.06
H: -0.221 -0.774 -0.632  -0.05

Calculated values
* LUMO: 4.110 eV
* net charge: -1
* total energy: -15565.2766 eV
* energy above the lowest of the compared OMol25 structures with the same formula, charge and spin: 170.4 kJ/mol



Molecular formula: C3H8NS
Method: DFT, ωB97M-V/def2-TZVPD

Last column: Löwdin charge in e.
Positions of all 13 atoms, in Å:
C: -1.772 0.889 1.905  -0.16
N: -1.334 1.167 0.541  -0.16
C: -0.002 0.750 0.036  -0.37
C: 0.133 -0.756 -0.210  -0.81
S: 1.670 -1.084 -1.170  0.03
H: -0.940 0.571 2.530  0.07
H: -2.549 0.109 1.864  0.06
H: -2.287 1.748 2.341  0.05
H: -2.032 0.879 -0.121  0.07
H: 0.138 1.356 -0.849  0.08
H: 0.730 0.973 0.819  0.09
H: -0.781 -1.017 -0.775  0.03
H: -0.025 -1.290 0.732  0.03

Calculated values
* LUMO: 3.858 eV
* SMILES: CNCC[S-]
* net charge: -1
* total energy: -15566.1811 eV
* energy above the lowest of the compared OMol25 structures with the same formula, charge and spin: 83.1 kJ/mol



Molecular formula: C3H8NSe
Method: DFT, ωB97M-V/def2-TZVPD

Last column: Löwdin charge in e.
Positions of all 13 atoms, in Å:
C: -0.404 -0.436 0.578  -0.15
C: -1.212 0.918 0.738  -0.55
C: 1.550 0.416 -0.318  0.05
N: 0.373 -0.291 -0.744  0.01
Se: 0.016 2.324 1.235  0.89
H: 0.245 -0.578 1.340  0.07
H: -0.935 -1.363 0.431  0.13
H: -1.825 0.991 -0.100  0.05
H: -1.894 0.747 1.444  0.02
H: 1.978 0.252 0.612  0.04
H: 2.082 0.898 -1.109  0.08
H: 0.536 -1.223 -1.084  0.18
H: -0.062 0.189 -1.482  0.16

Calculated values
* LUMO (spin up / spin down): -6.352 / -6.347 eV
* net charge: +1
* total energy: -70066.3292 eV
* energy above the lowest of the compared OMol25 structures with the same formula, charge and spin: 277.3 kJ/mol